No. 1
ORCA calculation (wB97M-V/def2-TZVPD) on a molecular structure, C37H36ClOP2Ti.

For the HOMO-LUMO gap (alpha / beta), the calculation gives 7.30 / 7.43 eV. The highest occupied orbital energy (alpha / beta) comes out at -0.5218 / -0.5211 Ha. Its expectation value of S² is 0.7553. Its multiplicity is 2. Its charge is +2. For the total energy, the calculation gives -3498.62947 a.u.

Structure (XYZ):
```
78
Properties=species:S:1:pos:R:3:lowdin_spin:R:1
Ti 0.54 -0.01 0.46 0.93
Cl 2.59 0.00 -0.18 0.00
P -0.08 2.37 -0.20 -0.01
P -0.08 -2.41 -0.17 0.00
O 0.20 -0.01 2.38 0.03
C -4.10 2.97 0.40 0.00
C -1.70 -3.07 -0.72 0.00
C 0.99 2.18 -2.76 0.00
C 1.31 0.23 3.22 0.01
C 2.02 4.01 -3.99 0.00
C 1.71 4.88 -2.95 0.00
C -2.00 4.39 -0.78 0.00
C -4.12 -3.10 -0.45 0.00
C -4.23 -4.02 -1.49 0.00
C -2.86 -2.63 -0.06 0.00
C 1.69 -4.44 -1.08 0.00
C -3.08 -4.46 -2.16 0.00
C 1.47 -2.47 -2.48 0.00
C 1.11 -3.18 -1.32 0.00
C -1.82 -3.98 -1.79 0.00
C 0.10 3.63 2.32 0.00
C 1.82 -3.74 3.22 0.00
C -3.28 4.95 -0.73 0.00
C -2.82 2.42 0.38 0.00
C 2.16 3.55 1.04 0.00
C 2.44 -2.98 -3.34 0.00
C -4.34 4.24 -0.15 0.00
C 0.78 4.24 3.37 0.00
C 0.72 3.05 -1.69 0.00
C 1.67 2.65 -3.89 0.00
C 0.79 3.30 1.14 0.00
C 0.26 -3.33 1.39 0.00
C 2.15 4.53 3.26 0.00
C 2.65 -4.95 -1.96 0.00
C -0.39 -4.74 3.26 0.00
C 1.53 -3.16 1.98 0.00
C -0.69 -4.14 2.03 0.00
C 3.04 -4.22 -3.08 0.00
C -1.76 3.13 -0.21 0.00
C 1.09 4.41 -1.79 0.00
C 0.86 -4.54 3.85 0.00
C 2.83 4.19 2.09 0.00
H -5.01 -2.76 0.08 0.00
H 0.69 1.14 -2.70 0.00
H 2.52 4.37 -4.89 0.00
H 0.99 -1.52 -2.70 0.00
H -1.20 4.94 -1.26 0.00
H 2.28 -2.55 1.47 0.00
H -3.46 5.94 -1.15 0.00
H 3.10 -5.92 -1.75 0.00
H -5.21 -4.40 -1.79 0.00
H -1.66 -4.30 1.57 0.00
H -0.96 3.41 2.41 0.00
H -4.92 2.41 0.85 0.00
H 1.41 1.30 3.37 0.00
H -0.93 -4.31 -2.32 0.00
H 0.25 4.49 4.29 0.00
H 3.89 4.42 1.98 0.00
H -1.13 -5.37 3.74 0.00
H 0.89 5.10 -0.97 0.00
H 3.80 -4.61 -3.76 0.00
H 1.40 -5.01 -0.20 0.00
H -2.64 1.43 0.81 0.00
H -1.13 0.02 -1.13 0.01
H 2.67 5.03 4.08 0.00
H 1.19 -0.29 4.16 0.00
H 2.73 -2.40 -4.22 0.00
H -2.78 -1.91 0.76 0.00
H 1.09 -5.01 4.81 0.00
H -3.16 -5.17 -2.98 0.00
H 2.79 -3.58 3.67 0.00
H 1.92 1.96 -4.69 0.00
H 1.96 5.94 -3.03 0.00
H -5.34 4.67 -0.12 0.00
H -1.54 -0.03 -0.51 0.01
H -0.60 -0.28 2.86 0.01
H 2.21 -0.14 2.71 0.00
H 2.70 3.26 0.14 0.00
```



No. 2
ORCA calculation (wB97M-V/def2-TZVPD) on a molecular structure, C37H36CrNO5S3.

For the HOMO-LUMO gap (alpha / beta), the calculation gives 3.83 / 7.21 eV. The highest occupied orbital energy (alpha / beta) comes out at -0.0831 / -0.1942 Ha. Its expectation value of S² is 6.1144. The value obtained for the energy above the lowest of the compared OMol25 structures with the same formula, charge and spin is 0.000 eV. Its multiplicity is 5. Its charge is -1. For the total energy, the calculation gives -4101.59470 a.u.

Structure (XYZ):
```
83
Properties=species:S:1:pos:R:3:lowdin_spin:R:1
Cr -0.61 0.03 0.08 3.11
S 1.60 1.99 -0.59 0.01
S -1.12 1.80 -1.39 -0.09
S -0.40 1.67 1.77 -0.03
O -1.15 -1.35 -1.36 0.03
O -7.59 -4.32 -2.77 0.15
O 1.37 0.52 -0.37 0.01
O -6.55 -4.09 -4.68 0.15
O -2.43 -0.79 0.29 0.03
N -6.61 -3.93 -3.44 0.13
C 3.21 -1.17 1.95 0.00
C -4.42 -2.90 -3.52 0.06
C -4.58 -2.43 -0.77 0.03
C 6.00 2.18 0.64 0.00
C 1.96 2.09 -2.36 0.00
C 2.17 1.01 -4.48 0.00
C -2.22 4.21 -0.79 0.00
C -0.17 -2.80 1.41 0.00
C 1.65 0.12 4.00 0.00
C -2.32 -2.68 2.72 0.00
C 1.02 -0.93 3.12 0.00
C 4.21 1.07 -0.50 0.00
C -3.37 -2.31 -2.87 0.03
C -0.89 -2.27 2.49 0.00
C 5.14 3.21 0.99 0.00
C 5.54 1.11 -0.12 0.00
C -1.55 3.10 -0.29 0.00
C 2.49 3.39 -4.30 0.00
C 2.46 2.23 -5.07 0.00
C -1.21 3.05 1.07 0.00
C -5.56 -3.29 -2.79 0.10
C 1.92 0.94 -3.12 0.00
C -0.30 -1.33 3.34 0.00
C -5.62 -3.06 -1.41 0.05
C 1.86 -2.83 -0.07 0.00
C -2.56 5.26 0.03 0.00
C 3.35 2.10 -0.14 0.00
C 1.13 -2.34 1.16 0.00
C 1.74 -1.47 2.06 0.00
C -1.54 4.13 1.88 0.00
C -0.73 -3.96 0.61 0.00
C -3.43 -2.04 -1.49 0.11
C -1.06 -0.79 4.52 0.00
C -2.32 -1.38 -0.84 0.08
C 3.82 3.17 0.61 0.00
C 2.24 3.32 -2.94 0.00
C -2.22 5.22 1.38 0.00
H 1.15 -2.97 -0.89 0.00
H 2.26 4.21 -2.33 0.00
H 1.65 0.01 -2.65 0.00
H 3.73 -1.91 1.33 0.00
H -3.10 6.11 -0.37 0.00
H -2.77 -3.05 1.81 0.00
H 3.38 -0.19 1.51 0.00
H -0.40 -0.54 5.34 0.00
H -1.26 -3.61 -0.28 0.00
H -2.49 -2.00 -3.42 0.00
H 3.66 -1.20 2.94 0.00
H -4.62 -2.24 0.29 0.00
H -1.59 0.12 4.22 0.00
H 2.41 0.67 3.44 0.00
H 3.82 0.24 -1.07 0.00
H -1.27 4.09 2.93 0.00
H 5.51 4.05 1.57 0.00
H -6.50 -3.38 -0.87 0.01
H -4.40 -3.07 -4.59 0.01
H 2.38 -3.77 0.11 0.00
H -2.91 -1.83 3.04 0.00
H 7.04 2.20 0.95 0.00
H -1.41 -4.55 1.20 0.00
H 0.08 -4.61 0.28 0.00
H -1.79 -1.50 4.89 0.00
H 2.13 0.12 -5.08 0.00
H -2.46 4.22 -1.84 0.00
H 0.91 0.84 4.32 0.00
H 3.13 3.96 0.88 0.00
H -2.38 -3.46 3.48 0.00
H 2.70 4.34 -4.76 0.00
H 2.65 2.29 -6.13 0.00
H 6.21 0.32 -0.41 0.00
H 2.58 -2.08 -0.40 0.00
H -2.49 6.04 2.03 0.00
H 2.12 -0.32 4.88 0.00
```



No. 3
ORCA calculation (wB97M-V/def2-TZVPD) on a molecular structure, C37H36INO10P2PbS2.

For the HOMO-LUMO gap, the calculation gives 7.88 eV. The highest occupied orbital energy comes out at -0.2963 Ha. The value obtained for the energy above the lowest of the compared OMol25 structures with the same formula, charge and spin is 1.972 eV. Its charge is 0. For the total energy, the calculation gives -4208.37584 a.u.

Structure (XYZ):
```
90
Properties=species:S:1:pos:R:3:lowdin_charge:R:1
Pb -0.89 1.06 0.17 1.34
I 2.24 1.40 1.77 1.10
S -1.88 1.67 3.20 0.42
S -4.27 -0.67 0.59 0.43
P 2.21 0.38 -1.51 0.99
P -1.21 -1.01 2.31 0.88
O -1.89 -2.35 1.77 -0.35
O -4.40 -1.13 2.11 -0.22
O -2.28 2.13 1.86 -0.47
O -3.20 2.05 -1.23 -0.12
O -0.42 1.46 3.21 -0.54
O -2.92 -0.07 0.60 -0.56
O -0.19 -1.73 3.35 -0.34
O -5.25 0.35 0.29 -0.27
O -4.37 -1.89 -0.14 -0.25
O -2.39 2.47 4.28 -0.26
N -1.76 -0.38 -1.86 0.01
C -4.10 -1.42 5.53 -0.07
C -3.14 -2.19 -3.43 -0.04
C -2.08 -2.61 -2.66 -0.04
C 1.58 4.36 -2.17 -0.07
C -3.53 -0.86 -3.38 -0.01
C 0.90 -1.20 4.10 -0.14
C -2.76 -0.92 5.82 -0.07
C 4.02 0.75 -1.34 -0.30
C 6.44 0.83 2.19 -0.07
C 2.10 -0.58 -4.24 -0.11
C 4.75 0.83 -0.11 -0.19
C 7.00 0.80 0.95 -0.04
C 2.49 -2.15 -2.47 -0.11
C 5.04 0.95 2.31 -0.18
C 2.13 3.15 -1.77 -0.10
C 2.27 -0.84 -2.88 -0.39
C -4.84 0.99 3.24 -0.01
C -1.42 -1.67 -1.89 -0.13
C 6.82 0.84 -1.46 -0.03
C 4.22 0.97 1.22 -0.58
C -2.48 -0.09 3.46 -0.34
C -2.82 0.02 -2.58 -0.26
C -0.02 3.20 -3.52 -0.09
C 6.18 0.82 -0.20 -0.16
C 2.37 -2.92 -4.75 -0.08
C -3.24 1.48 -2.53 -0.17
C 4.70 0.81 -2.53 -0.08
C 2.15 -1.61 -5.16 -0.08
C 2.55 -3.18 -3.40 -0.08
C 6.10 0.88 -2.61 -0.06
C -4.04 -0.31 3.26 -0.42
C -2.04 -0.32 4.88 -0.12
C 1.60 1.94 -2.24 -0.42
C -4.66 -1.16 4.36 -0.03
C 0.51 1.98 -3.11 -0.14
C -2.47 -3.34 2.63 -0.07
C 0.51 4.39 -3.05 -0.08
H 0.90 -0.12 4.12 0.03
H -0.59 -1.96 -1.25 0.11
H -4.24 1.57 -2.94 0.13
H 2.01 -1.39 -6.21 0.10
H 4.14 0.77 -3.46 0.10
H 7.90 0.85 -1.49 0.12
H 6.58 0.93 -3.58 0.11
H 0.10 5.33 -3.38 0.11
H 4.61 1.05 3.30 0.08
H -5.89 0.74 3.13 0.10
H 8.07 0.76 0.82 0.11
H -0.85 3.21 -4.22 0.10
H -1.76 -3.64 -2.64 0.11
H -1.06 0.05 5.13 0.10
H -3.40 -3.65 2.17 0.09
H -2.56 2.06 -3.15 0.10
H 1.95 0.44 -4.59 0.10
H -1.78 -4.18 2.72 0.09
H 0.82 -1.59 5.11 0.09
H -3.96 1.71 -0.72 0.07
H 7.05 0.81 3.08 0.11
H -4.68 1.53 4.17 0.10
H 2.61 -2.37 -1.41 0.10
H -2.35 -1.04 6.82 0.11
H 2.97 3.14 -1.09 0.09
H -2.68 -2.93 3.62 0.08
H -5.65 -1.51 4.11 0.13
H -4.55 1.63 2.41 0.07
H 2.00 5.28 -1.79 0.11
H 1.83 -1.56 3.65 0.08
H -3.70 -2.90 -4.04 0.11
H -4.39 -0.51 -3.93 0.12
H 0.07 1.06 -3.47 0.09
H -4.63 -1.99 6.28 0.11
H 2.73 -4.20 -3.06 0.10
H 2.41 -3.72 -5.47 0.10
```



Taking the records one at a time from the top gives strongest force on any atom values of 2.8 1.9 0.9 eV Å⁻¹.